This record from OMol25 describes one molecule with the formula C7H8N2O. The level of theory is ωB97M-V/def2-TZVPD.

```
18
Properties=species:S:1:pos:R:3
O 1.058 0.299 -2.055
N -1.423 -0.688 0.951
N -0.586 0.886 -0.533
C 0.217 1.093 -1.706
C -0.015 -2.234 2.213
C -0.054 2.407 -2.357
C 0.938 -0.675 0.622
C -1.216 -1.722 1.819
C -0.290 -0.186 0.360
C 1.121 -1.673 1.582
H -1.118 2.470 -3.007
H 0.479 2.423 -3.078
H -0.101 3.169 -1.758
H -0.890 1.860 -0.216
H 0.202 -3.215 2.869
H 1.985 -0.050 0.115
H 2.035 -2.094 1.927
H -2.342 -2.071 2.252
```

SMILES: CC(=O)Nc1ccccn1
net charge: 0


This record from OMol25 describes one molecule with the formula C7H8N2O. The level of theory is ωB97M-V/def2-TZVPD.

```
18
Properties=species:S:1:pos:R:3
O 0.112 -3.287 0.866
N 0.068 2.738 -1.282
N -0.587 -1.457 -0.317
C 1.103 1.816 -1.105
C -0.324 -0.092 -0.604
C 0.927 0.433 -0.902
C 0.628 -1.205 1.929
C 0.078 -2.109 0.786
C -1.403 0.822 -0.658
C -1.167 2.123 -0.942
H 1.892 -0.117 -1.083
H 0.198 -0.420 2.227
H -1.985 2.436 -1.121
H 1.023 -1.660 2.665
H 1.984 2.276 -1.326
H -1.754 -1.886 -0.254
H 1.579 -0.788 1.449
H -2.371 0.376 -0.330
```

SMILES: CC(=O)Nc1ccncc1
net charge: 0


This record from OMol25 describes one molecule with the formula C7H8N2O2. The level of theory is ωB97M-V/def2-TZVPD.

```
19
Properties=species:S:1:pos:R:3
O 0.238 1.377 1.077
O 0.760 -0.534 -1.841
N -1.542 1.774 -1.059
N -1.272 -1.710 1.093
C 1.452 1.162 0.424
C -1.778 -1.669 -0.013
C 0.747 -1.067 -0.477
C 1.762 -0.392 0.443
C -0.826 0.704 0.557
C -2.021 1.583 0.059
C -0.669 -0.661 0.109
H 2.074 1.934 1.077
H 1.658 -0.879 1.455
H 2.676 -0.800 -0.007
H -0.067 -0.044 -1.905
H 0.807 -2.146 -0.427
H -2.915 1.937 0.737
H 1.416 1.542 -0.591
H -2.500 -2.112 -0.710
```

net charge: 0


This record from OMol25 describes C7H8N2O2 as an isolated structure. The level of theory is ωB97M-V/def2-TZVPD.

```
19
Properties=species:S:1:pos:R:3
O 1.844 -2.312 -1.741
O -2.354 -1.754 -2.987
N 0.857 -0.874 -0.532
N -0.444 -2.235 -2.140
C 0.406 1.236 1.931
C -0.429 0.949 0.735
C -1.450 -0.206 -1.155
C 0.502 2.257 3.022
C 0.681 -1.758 -1.397
C -0.359 -0.115 -0.325
C -1.449 -1.296 -2.194
H 1.697 2.717 3.017
H 2.958 -1.655 -1.616
H 0.483 1.766 4.045
H -2.269 0.581 -0.914
H -0.249 3.295 2.870
H -1.272 1.509 0.728
H -0.635 -2.967 -2.979
H 1.483 0.862 1.632
```

net charge: 0


This record from OMol25 describes C7H8N2OS3 as an isolated structure. The level of theory is ωB97M-V/def2-TZVPD.

```
21
Properties=species:S:1:pos:R:3
S 5.433 0.466 -0.062
S -0.827 -1.039 -1.485
S 1.271 -1.046 0.408
O 6.139 -2.014 0.159
N 3.508 0.603 -0.139
N 3.859 -1.541 0.399
C 2.995 -0.663 0.231
C 0.739 -0.788 -1.146
C -1.731 -1.993 -0.213
C 3.374 2.955 -0.508
C 2.785 1.607 -0.326
C -1.982 -1.247 1.056
C 5.211 -1.271 0.188
H 3.539 2.942 -1.636
H -1.179 -0.509 1.238
H -1.269 -2.793 0.189
H -1.937 -1.894 1.983
H -2.676 -2.162 -0.895
H 4.244 3.068 0.217
H -2.886 -0.702 1.042
H 2.731 3.797 -0.277
```

net charge: 0


This record from OMol25 describes a 2-piece molecular cluster, C7H8N3O4S overall. The level of theory is ωB97M-V/def2-TZVPD.

```
23
Properties=species:S:1:pos:R:3
S 2.823 -0.079 0.154
O -3.658 -1.350 1.273
O 3.578 1.145 0.122
O 3.571 -1.228 0.432
O -4.140 -1.200 -0.883
N 2.097 -0.186 -1.289
N -0.198 1.839 -0.291
N 1.819 -1.562 -1.562
C -1.046 -0.348 -0.820
C -1.357 2.282 0.104
C -2.443 1.418 0.290
C -0.142 0.628 -0.696
C 1.707 -0.014 1.527
C -3.511 -0.985 0.123
C -2.218 0.059 -0.062
H -0.920 -1.408 -1.184
H 1.807 -1.655 -2.534
H -3.271 1.799 0.885
H 0.954 -0.881 1.280
H 1.003 0.834 1.400
H -1.221 3.278 0.378
H 2.158 -0.219 2.489
H 2.608 -2.169 -1.134
```

net charge: -1


This record from OMol25 describes a 2-piece molecular cluster, C7H8N4 overall. The level of theory is ωB97M-V/def2-TZVPD.

```
19
Properties=species:S:1:pos:R:3
N 0.099 0.030 0.818
N 0.005 -2.186 -0.941
N 3.623 0.014 -0.155
N 2.483 0.114 0.340
C -2.009 0.418 0.166
C -0.150 1.299 -1.332
C -0.768 -0.558 1.769
C 0.873 -2.053 -1.723
C 1.414 0.110 0.890
C -2.070 -0.365 1.330
C -0.718 0.666 -0.162
H -0.723 -1.926 -0.214
H -2.941 0.796 -0.327
H 4.422 0.762 0.057
H 0.533 0.695 -1.812
H -0.398 -1.042 2.665
H 0.365 2.290 -1.118
H -3.104 -0.638 1.751
H -0.937 1.574 -2.004
```

net charge: 0


This record from OMol25 describes a 2-piece molecular cluster, C7H8N5 overall. The level of theory is ωB97M-V/def2-TZVPD.

```
20
Properties=species:S:1:pos:R:3
N 0.444 0.117 -2.988
N -0.325 0.993 3.117
N 0.209 0.911 0.825
N 0.122 1.472 -0.356
N 0.044 -0.829 -3.753
C -0.302 0.047 -1.922
C -1.226 -0.925 -1.881
C 0.989 -0.172 1.165
C 1.121 -0.680 2.432
C -1.002 -1.455 -3.203
C 0.367 -0.120 3.448
C -0.344 1.508 1.918
H -1.889 -1.214 -1.176
H 1.817 -1.578 2.415
H 0.352 -0.619 4.366
H -1.612 -2.257 -3.545
H -0.541 2.246 -0.286
H 1.268 0.696 -2.949
H -0.943 2.465 2.026
H 1.450 -0.606 0.347
```

net charge: +1


One value per record, in order, for total energy: -12413.2924 -12412.3854 -14457.6659 -14458.1442 -44916.3619 -30880.7637 -13343.5139 -14826.2153 eV.